{"formula": "C28H55AuO2Si4", "method": "ωB97M-V with the def2-TZVPD basis set", "symbols": ["O", "C", "C", "H", "H", "C", "H", "H", "C", "H", "H", "H", "C", "H", "H", "H", "Au", "C", "C", "C", "H", "C", "C", "H", "H", "H", "H", "C", "C", "C", "H", "C", "C", "H", "H", "H", "H", "O", "C", "C", "H", "H", "C", "H", "H", "C", "H", "H", "H", "H", "C", "Si", "C", "C", "Si", "Si", "C", "C", "C", "Si", "C", "C", "C", "H", "H", "H", "H", "H", "H", "H", "H", "H", "H", "H", "H", "H", "H", "H", "H", "H", "H", "H", "H", "H", "H", "H", "H", "H", "H", "H"], "positions_angstrom": [[1.593, -1.505, -4.678], [3.029, -1.463, -4.530], [3.292, -1.917, -5.965], [3.354, -2.192, -3.785], [3.372, -0.457, -4.294], [1.749, -2.020, -6.035], [3.790, -2.877, -6.074], [3.713, -1.151, -6.610], [1.309, -3.460, -6.230], [1.541, -4.081, -5.357], [1.867, -3.857, -7.100], [0.227, -3.503, -6.467], [1.089, -1.156, -7.080], [1.543, -0.159, -7.109], [0.008, -1.100, -6.906], [1.264, -1.643, -8.053], [-0.296, 0.779, -0.319], [-0.703, 3.872, -0.100], [0.365, 3.032, 0.319], [1.004, 2.472, -0.885], [0.780, 2.965, 1.321], [0.290, 3.055, -2.016], [-0.763, 3.847, -1.520], [-1.494, 4.387, -2.121], [-1.337, 4.470, 0.562], [2.012, 2.047, -0.879], [0.570, 2.948, -3.064], [-2.489, 0.785, 0.285], [-3.188, 1.432, -0.792], [-3.374, 0.501, -1.834], [-3.521, 2.475, -0.788], [-2.723, -0.705, -1.493], [-2.100, -0.560, -0.207], [-1.752, -1.379, 0.423], [-2.527, 1.072, 1.340], [-3.973, 0.657, -2.738], [-2.791, -1.640, -2.050], [-1.099, -1.883, -4.579], [-1.061, -0.451, -4.406], [-0.116, -0.098, -3.263], [-2.093, -0.114, -4.151], [-0.780, 0.075, -5.333], [0.112, -1.438, -2.514], [-0.597, 0.638, -2.608], [0.836, 0.319, -3.618], [-0.580, -2.486, -3.382], [-0.373, -1.402, -1.530], [1.171, -1.618, -2.320], [-1.448, -2.927, -2.851], [0.107, -3.303, -3.634], [-0.770, 3.824, 3.627], [-1.108, 2.034, 4.117], [-0.528, 1.887, 5.919], [-2.966, 1.745, 4.059], [-0.098, 0.424, 2.728], [2.158, 0.460, 3.352], [2.447, -0.241, 5.087], [3.112, -0.588, 2.126], [2.720, 2.266, 3.313], [-1.011, -1.587, 3.532], [-0.967, -1.689, 5.422], [-2.815, -1.834, 3.021], [0.062, -2.972, 2.845], [-0.840, 4.468, 4.522], [-1.522, 4.170, 2.902], [0.226, 3.975, 3.184], [-1.004, 2.706, 6.476], [-0.823, 0.942, 6.386], [0.557, 2.003, 6.022], [-3.357, 1.684, 3.040], [-3.256, 0.835, 4.591], [-3.456, 2.594, 4.551], [2.140, -1.292, 5.154], [3.525, -0.192, 5.297], [1.925, 0.323, 5.869], [3.012, -0.194, 1.106], [4.180, -0.581, 2.389], [2.769, -1.630, 2.122], [2.758, 2.646, 2.283], [2.071, 2.926, 3.903], [3.735, 2.324, 3.733], [-1.720, -1.030, 5.880], [-1.215, -2.727, 5.697], [0.017, -1.450, 5.848], [-2.974, -1.771, 1.937], [-3.120, -2.841, 3.347], [-3.481, -1.104, 3.502], [0.014, -2.998, 1.749], [1.113, -2.871, 3.146], [-0.322, -3.927, 3.233]], "forces_ev_per_angstrom": [[1.0, -0.5, -1.2], [0.1, -0.1, 0.2], [-0.7, 0.2, 0.3], [0.1, 0.2, 0.2], [0.1, 0.0, 0.2], [0.2, -0.4, -0.6], [0.2, 0.1, 0.0], [0.1, -0.1, -0.1], [-0.5, -0.2, -0.2], [-0.1, 0.1, -0.2], [-0.3, 0.1, 0.4], [0.5, -0.1, 0.3], [0.1, 0.1, -0.3], [-0.3, -0.1, 0.0], [0.3, 0.0, -0.1], [-0.1, 0.3, 0.2], [-0.5, 0.6, 1.1], [0.6, -0.5, 0.2], [-0.2, 0.8, -0.6], [-0.4, 0.4, 0.1], [-0.2, -0.1, -0.3], [-0.2, 0.1, 0.6], [0.9, -0.2, 0.1], [0.3, -0.2, 0.1], [0.2, -0.4, -0.3], [-0.2, 0.4, -0.2], [-0.2, -0.2, 0.4], [1.0, -2.3, -0.1], [-0.9, -0.4, -1.4], [-0.3, 0.7, 0.5], [0.1, -0.6, 0.0], [-0.7, 0.2, 0.1], [-0.5, 1.4, 1.2], [-0.3, 0.3, -0.3], [0.2, 0.0, -0.6], [0.5, 0.0, 0.4], [0.2, 0.4, 0.1], [0.7, 0.7, 0.4], [-0.8, 0.3, 0.0], [0.1, -0.2, 0.2], [0.5, -0.2, -0.2], [-0.1, -0.6, 0.2], [-0.3, 0.5, 0.2], [0.1, -0.1, -0.4], [-0.5, -0.1, 0.2], [-0.4, -0.7, 0.1], [0.3, -0.2, -0.4], [-0.1, -0.2, -0.3], [0.4, 0.0, -0.1], [-0.3, 0.2, -0.2], [0.0, 0.2, -0.1], [0.2, 0.0, -0.2], [-0.2, 0.0, -0.1], [-0.1, 0.3, 0.3], [0.1, 0.0, 0.5], [-0.4, 0.1, -0.1], [0.1, 0.0, -0.1], [0.4, 0.0, -0.1], [0.3, -0.2, 0.0], [0.1, 0.3, -0.2], [-0.1, -0.1, 0.1], [0.0, -0.3, 0.0], [-0.2, -0.3, 0.1], [0.0, -0.2, -0.3], [0.3, -0.1, 0.2], [-0.4, 0.0, 0.2], [0.1, -0.1, 0.0], [0.1, 0.2, -0.1], [-0.2, 0.0, -0.1], [0.0, 0.0, 0.1], [0.0, 0.1, 0.0], [-0.1, -0.1, 0.0], [0.1, 0.2, 0.0], [-0.2, 0.0, 0.0], [0.1, -0.1, -0.2], [0.0, -0.1, 0.2], [-0.1, -0.1, -0.1], [0.0, 0.2, 0.0], [0.0, 0.0, 0.2], [0.1, -0.2, -0.1], [-0.2, 0.1, -0.1], [0.2, -0.2, -0.1], [0.0, 0.3, 0.0], [-0.3, 0.0, -0.1], [0.0, 0.0, 0.4], [0.0, 0.2, -0.1], [0.2, -0.2, -0.1], [0.1, 0.0, 0.2], [-0.3, 0.0, 0.0], [0.2, 0.1, -0.2]], "gap_ev": [7.06, 5.03], "charge": 0, "total_energy_ha": -2543.8683, "multiplicity": 3, "largest_force_ev_per_a": 2.52, "de_lowest_kj_mol": 0.0}



{"formula": "C8H8N2O", "method": "ωB97M-V with the def2-TZVPD basis set", "symbols": ["C", "C", "C", "C", "C", "C", "C", "C", "H", "H", "H", "H", "H", "H", "H", "H", "N", "N", "O"], "positions_angstrom": [[3.346, -0.266, 0.342], [0.978, -0.447, -0.238], [0.788, 1.003, -0.255], [-0.503, 1.519, -0.174], [-1.565, 0.537, -0.005], [-2.972, 0.630, -0.051], [-1.293, -0.919, -0.085], [0.104, -1.311, -0.261], [3.770, 0.502, -0.128], [3.369, 0.084, 1.255], [4.228, -0.856, 0.421], [1.508, 1.539, -0.404], [-0.412, 2.854, 0.008], [-3.562, 1.681, 0.027], [-4.306, -1.163, 0.113], [0.074, -2.267, -0.268], [-3.428, -0.641, 0.053], [-2.430, -1.541, 0.028], [2.307, -0.940, -0.377]], "forces_ev_per_angstrom": [[0.1, -3.6, -3.3], [7.7, 5.6, -0.6], [-9.9, -6.2, 1.5], [2.5, 2.3, 1.3], [-0.9, 0.1, -1.4], [-0.2, 2.9, 1.3], [0.7, 4.7, 0.2], [-9.2, -0.5, 1.0], [1.0, 3.5, -3.0], [-2.2, 1.4, 5.4], [0.4, -1.7, -0.4], [8.1, 6.0, -1.3], [-1.2, -4.4, -0.9], [1.1, -3.2, -0.3], [0.1, 1.5, -0.1], [1.6, -6.5, -0.2], [0.6, -0.7, -0.1], [-0.1, -2.0, -0.4], [-0.1, 0.9, 1.2]], "gap_ev": 9.17, "charge": 0, "total_energy_ha": -494.1918, "multiplicity": 1, "largest_force_ev_per_a": 11.78, "de_lowest_kj_mol": 635.4}



{"formula": "C24H32N4O5", "method": "ωB97M-V with the def2-TZVPD basis set", "symbols": ["C", "C", "C", "C", "N", "C", "C", "C", "O", "N", "C", "O", "H", "N", "C", "O", "C", "C", "C", "C", "C", "C", "C", "C", "O", "H", "H", "O", "C", "C", "H", "H", "H", "H", "H", "H", "C", "H", "H", "H", "C", "H", "H", "C", "C", "H", "H", "H", "C", "H", "H", "H", "H", "N", "H", "H", "H", "H", "H", "H", "H", "H", "H", "H", "H"], "positions_angstrom": [[5.110, 6.092, -1.385], [3.650, 5.657, -1.324], [3.399, 4.552, -0.299], [4.122, 3.251, -0.657], [3.743, 2.160, 0.229], [2.539, 1.501, 0.096], [2.187, 0.507, 0.984], [3.098, 0.092, 2.022], [2.923, -0.793, 2.834], [4.281, 0.831, 2.051], [4.653, 1.852, 1.229], [5.704, 2.439, 1.357], [4.951, 0.568, 2.764], [0.936, -0.175, 0.962], [0.511, -0.810, -0.150], [1.091, -0.658, -1.233], [-0.685, -1.668, -0.106], [-1.502, -1.997, -1.161], [-2.486, -2.886, -0.627], [-3.581, -3.556, -1.178], [-4.328, -4.369, -0.347], [-3.984, -4.508, 1.014], [-2.909, -3.856, 1.569], [-2.162, -3.041, 0.730], [-1.076, -2.303, 1.042], [-2.653, -3.972, 2.609], [-4.605, -5.154, 1.614], [-5.434, -5.074, -0.714], [-5.827, -5.109, -2.071], [-4.952, -6.032, -2.915], [-4.976, -7.038, -2.503], [-3.920, -5.690, -2.923], [-5.324, -6.058, -3.935], [-6.851, -5.491, -2.046], [-5.848, -4.096, -2.493], [-3.811, -3.421, -2.222], [-1.443, -1.534, -2.572], [-0.534, -0.968, -2.745], [-1.456, -2.393, -3.241], [-2.310, -0.915, -2.801], [0.161, -0.106, 2.192], [0.790, 0.350, 2.957], [-0.090, -1.110, 2.532], [-1.109, 0.741, 2.018], [-0.751, 2.198, 1.738], [-0.157, 2.282, 0.831], [-1.653, 2.792, 1.614], [-0.180, 2.613, 2.567], [-1.968, 0.622, 3.273], [-1.418, 0.972, 4.144], [-2.872, 1.218, 3.173], [-2.256, -0.413, 3.441], [-1.678, 0.354, 1.166], [1.685, 1.893, -0.892], [2.060, 2.520, -1.585], [1.197, 1.089, -1.297], [5.197, 3.380, -0.520], [3.943, 2.967, -1.699], [3.746, 4.879, 0.682], [2.324, 4.367, -0.226], [3.329, 5.319, -2.313], [3.034, 6.518, -1.056], [5.742, 5.296, -1.767], [5.465, 6.367, -0.395], [5.218, 6.953, -2.040]], "forces_ev_per_angstrom": [[-0.2, 0.0, -0.1], [0.1, 0.0, 0.2], [0.0, 0.0, -0.3], [0.1, 0.5, 0.0], [0.0, 0.0, -0.2], [-0.4, -0.3, 0.4], [0.1, 0.0, -0.2], [0.1, 0.2, -0.3], [-0.1, -0.1, 0.1], [0.2, -0.2, 0.3], [-0.1, -0.2, 0.1], [0.3, 0.2, 0.1], [-0.1, 0.1, -0.1], [0.4, 0.1, -0.1], [0.3, 0.1, 0.0], [-0.1, -0.3, 0.0], [-0.7, -0.4, -1.0], [0.5, 0.3, 0.5], [0.2, -0.1, 0.9], [-0.2, -0.1, 0.0], [0.1, 0.1, 0.1], [0.0, 0.0, -0.1], [0.2, 0.1, 0.0], [-0.6, -0.1, -0.9], [0.2, 0.0, 0.4], [0.0, 0.0, 0.1], [-0.1, -0.1, 0.1], [0.1, 0.0, 0.3], [0.0, -0.1, -0.4], [-0.1, 0.2, 0.3], [0.0, -0.1, 0.0], [0.1, 0.0, -0.1], [0.0, 0.0, -0.1], [0.1, 0.1, 0.0], [0.0, -0.1, 0.1], [-0.1, 0.0, -0.1], [0.1, 0.1, 0.0], [0.0, 0.0, -0.1], [0.0, 0.0, -0.1], [-0.1, 0.0, -0.1], [-0.8, 0.0, 0.4], [0.0, -0.1, -0.1], [0.1, 0.2, 0.1], [0.2, 0.1, 0.2], [-0.1, -0.3, -0.1], [0.1, 0.1, -0.1], [-0.1, 0.1, 0.0], [0.1, 0.1, 0.1], [0.1, -0.1, -0.3], [0.1, 0.1, 0.2], [-0.1, 0.1, 0.0], [-0.1, -0.1, 0.1], [0.0, 0.0, 0.0], [0.2, 0.2, -0.2], [0.0, 0.0, 0.1], [0.1, 0.1, 0.1], [-0.2, -0.1, -0.2], [0.0, 0.0, 0.1], [0.0, 0.0, 0.1], [0.0, 0.0, 0.1], [-0.1, 0.0, 0.0], [-0.1, 0.0, -0.1], [0.2, -0.1, 0.0], [0.1, 0.0, 0.1], [0.1, 0.1, -0.1]], "gap_ev": 8.53, "smiles": "CCCCn1c(N)c(N(CC(C)C)C(=O)c2oc3ccc(OCC)cc3c2C)c(=O)[nH]c1=O", "charge": 0, "total_energy_ha": -1529.0440, "multiplicity": 1, "largest_force_ev_per_a": 1.23, "de_lowest_kj_mol": 199.8}